Density functional theory data (ωB97M-V/def2-TZVPD) for a structure of composition C11H20N3P2Ti in a non-equilibrium geometry.

The geometry in ORCA input format:
```
! RIJCOSX wB97M-V def2-TZVPD def2/J DEFGRID3
* xyz 0 2
C 3.5405 2.2373 0.2898
C 3.6870 0.9419 -0.3533
C 2.8376 0.9140 -1.5228
C 2.1427 2.1889 -1.6038
C 2.5659 3.0087 -0.4853
Ti 1.6345 1.2637 0.3078
P 1.2357 1.9570 2.6839
H 4.0990 2.5843 1.1555
H 4.3783 0.1576 -0.0634
H 2.7683 0.1060 -2.2472
H 2.2833 4.0420 -0.3167
H 1.4925 2.4942 -2.4177
H 0.8922 3.3223 2.9498
H 2.3207 1.7938 3.6075
H 0.1934 1.2894 3.4074
C -3.3075 -1.0629 -0.4315
N -2.3357 -0.9927 -1.5553
C -1.5683 -2.2642 -1.6161
N -0.9115 -2.6102 -0.3285
C -1.9120 -2.6167 0.7695
N -2.6562 -1.3378 0.8722
C -1.7853 -0.2239 1.2849
P -0.4256 0.0220 0.0701
C -1.4568 0.1741 -1.4432
C 0.2135 -1.7227 -0.0356
H -4.0083 -1.8832 -0.6503
H -3.8445 -0.1058 -0.3567
H -0.7974 -2.1735 -2.3966
H -2.2709 -3.0751 -1.8626
H -1.3996 -2.7993 1.7255
H -2.6312 -3.4229 0.5569
H -2.3765 0.7007 1.3280
H -1.3622 -0.4257 2.2762
H -0.8145 0.2494 -2.3302
H -2.0594 1.0910 -1.3626
H 0.6692 -2.0097 0.9248
H 0.9689 -1.8122 -0.8303
*
```

⟨S²⟩   1.21
Strongest force on any atom   3.5 eV/A
Kohn-Sham gap (spin up / spin down)   0.2132 / 0.2003 Ha
HOMO (spin up / spin down)   -5.53 / -4.98 eV